Entry 1:
The following is a quantum chemistry calculation of a 8-piece molecular cluster, C42H114N15O11P5 overall, from OMol25.

Kohn-Sham gap: 8.1666 eV
HOMO: -7.7 eV
SMILES: CN(C)P(=O)(N(C)C)N(C)C.CN(C)P(=O)(N(C)C)N(C)C.CN(C)P(=O)(N(C)C)N(C)C.CN(C)P(=O)(N(C)C)N(C)C.CN(C)P(=O)(N(C)C)N(C)C.CCOC(C)=O.CCOC(C)=O.CCOC(C)=O

ORCA input file:
```
! wB97M-V def2-TZVPD RIJCOSX def2/J DEFGRID3
* xyz 0 1
C -0.235 -1.395 -4.597
N -1.581 -1.743 -4.976
C -1.624 -2.636 -6.104
P -2.903 -0.925 -4.466
O -4.038 -1.431 -5.249
N -2.882 -1.189 -2.825
C -3.814 -0.449 -2.015
C -2.508 -2.440 -2.228
N -2.811 0.717 -4.623
C -2.161 1.700 -3.812
C -3.690 1.357 -5.558
H -0.300 -0.567 -3.891
H 0.323 -1.040 -5.475
H 0.240 -2.236 -4.063
H -1.514 -2.036 -7.033
H -2.515 -3.275 -6.186
H -0.741 -3.282 -6.066
H -4.021 0.544 -2.419
H -4.745 -1.001 -1.920
H -3.434 -0.310 -0.997
H -3.395 -3.109 -2.251
H -1.716 -2.948 -2.798
H -2.196 -2.309 -1.178
H -2.480 2.720 -4.033
H -2.261 1.557 -2.739
H -1.113 1.656 -4.070
H -3.146 2.238 -5.878
H -4.627 1.665 -5.078
H -3.956 0.742 -6.418
C -0.132 3.755 1.727
N 0.678 3.515 2.906
C 0.176 2.398 3.652
P 1.758 4.573 3.561
O 2.447 3.936 4.721
N 2.684 5.072 2.290
C 3.358 4.028 1.523
C 3.535 6.241 2.483
N 1.043 5.972 3.996
C 0.939 6.321 5.387
C 0.384 6.959 3.160
H 0.160 4.693 1.262
H -1.200 3.771 1.996
H 0.027 2.983 0.957
H -0.921 2.500 3.902
H 0.806 2.167 4.521
H 0.245 1.517 2.989
H 2.676 3.196 1.424
H 3.691 4.380 0.550
H 4.240 3.674 2.072
H 4.280 6.076 3.266
H 4.051 6.420 1.523
H 2.957 7.122 2.743
H -0.083 6.486 5.737
H 1.367 5.551 6.058
H 1.520 7.243 5.468
H 0.582 7.959 3.550
H -0.690 6.777 3.120
H 0.763 6.927 2.133
C -3.559 -2.163 5.768
N -4.001 -2.526 4.425
C -4.299 -1.424 3.545
P -3.793 -4.093 3.930
O -2.425 -4.574 4.099
N -4.867 -4.920 4.870
C -6.137 -4.422 5.319
C -4.804 -6.362 4.873
N -4.317 -4.135 2.373
C -3.383 -4.003 1.255
C -5.679 -4.023 2.022
H -4.407 -1.813 6.362
H -2.846 -1.352 5.665
H -3.047 -3.007 6.247
H -5.215 -0.919 3.898
H -4.407 -1.724 2.486
H -3.505 -0.641 3.552
H -6.133 -4.366 6.420
H -6.266 -3.390 5.006
H -7.032 -5.000 5.066
H -3.937 -6.760 4.340
H -4.853 -6.767 5.898
H -5.715 -6.731 4.352
H -3.372 -4.917 0.662
H -3.521 -3.132 0.606
H -2.395 -3.902 1.698
H -5.769 -4.414 0.984
H -6.073 -2.982 1.983
H -6.306 -4.660 2.654
C 1.133 -3.975 -0.110
N 2.507 -4.035 -0.569
C 3.466 -4.453 0.403
P 2.801 -4.136 -2.188
O 1.668 -3.496 -2.871
N 4.224 -3.435 -2.656
C 5.541 -4.093 -2.715
C 4.207 -2.108 -3.206
N 2.934 -5.690 -2.541
C 3.110 -6.007 -3.929
C 2.403 -6.804 -1.767
H 0.872 -4.902 0.426
H 0.377 -3.760 -0.850
H 1.162 -3.183 0.648
H 3.288 -3.923 1.351
H 4.510 -4.209 0.079
H 3.408 -5.507 0.644
H 5.412 -5.180 -2.571
H 6.161 -3.911 -3.615
H 6.097 -3.798 -1.798
H 3.228 -1.816 -3.597
H 4.539 -1.383 -2.408
H 4.948 -2.062 -4.000
H 2.286 -6.566 -4.368
H 3.157 -5.068 -4.511
H 4.045 -6.555 -4.050
H 3.131 -7.228 -1.062
H 2.145 -7.556 -2.518
H 1.524 -6.514 -1.179
C 2.382 6.294 -5.607
N 3.164 5.140 -5.174
C 4.282 4.924 -6.055
P 2.412 3.944 -4.358
O 1.384 3.236 -5.155
N 3.567 2.943 -3.875
C 3.289 1.516 -4.042
C 4.494 3.222 -2.815
N 1.816 4.696 -3.039
C 0.893 3.930 -2.235
C 2.374 5.793 -2.324
H 1.834 6.192 -6.530
H 3.022 7.190 -5.690
H 1.641 6.509 -4.820
H 4.798 3.988 -5.773
H 4.953 5.791 -6.030
H 3.967 4.831 -7.125
H 4.208 0.965 -4.264
H 2.838 1.175 -3.112
H 2.548 1.395 -4.840
H 4.140 2.912 -1.822
H 5.425 2.708 -3.045
H 4.755 4.292 -2.759
H 0.497 3.107 -2.857
H 1.338 3.569 -1.282
H 0.022 4.551 -2.004
H 3.050 6.425 -2.913
H 2.892 5.439 -1.400
H 1.527 6.415 -2.021
C -0.080 -3.483 6.853
C 0.721 -3.932 5.636
O 1.767 -2.964 5.248
C 2.431 -3.263 4.133
C 3.449 -2.217 3.739
O 2.193 -4.300 3.464
H -1.028 -4.034 6.871
H -0.323 -2.411 6.843
H 0.373 -3.602 7.841
H 1.106 -4.947 5.816
H -0.045 -3.974 4.846
H 4.395 -2.210 4.287
H 2.943 -1.247 3.928
H 3.677 -2.265 2.666
C -4.319 1.554 1.233
C -3.448 2.250 0.289
O -3.627 3.699 0.392
C -2.891 4.345 -0.519
C -3.078 5.818 -0.548
O -2.107 3.771 -1.257
H -5.397 1.691 1.090
H -4.076 1.844 2.269
H -4.191 0.461 1.203
H -2.399 1.951 0.454
H -3.698 2.000 -0.749
H -2.558 6.255 0.325
H -4.124 6.173 -0.518
H -2.589 6.203 -1.447
C 2.567 0.154 -0.152
C 1.098 -0.011 0.000
O 0.866 -0.596 1.297
C -0.396 -0.921 1.508
C -0.797 -1.722 2.746
O -1.251 -0.571 0.685
H 2.912 0.501 -1.109
H 3.076 -0.793 0.071
H 3.001 0.832 0.599
H 0.679 0.986 -0.106
H 0.761 -0.650 -0.808
H -0.202 -2.625 3.015
H -1.823 -2.056 2.612
H -0.802 -1.091 3.658
*
```

***

Entry 2:
The following is a quantum chemistry calculation of C15H35BN5Nb as an isolated structure, from OMol25.

Kohn-Sham gap (alpha / beta): 7.0424 / 7.0430 eV
HOMO (alpha / beta): -8.0 / -8.0 eV

ORCA input file:
```
! wB97M-V def2-TZVPD RIJCOSX def2/J DEFGRID3
* xyz 0 1
Nb 0.520 0.182 0.361
N 0.995 -0.278 2.281
N 1.269 1.962 -0.226
N -0.752 -1.583 -0.168
N -0.651 0.166 -1.562
H 1.576 1.743 2.584
C 1.563 0.778 3.115
H 2.606 0.540 3.396
H 0.962 0.905 4.030
H 0.537 -1.744 3.719
C 1.178 -1.611 2.829
H 2.232 -1.771 3.116
H 0.895 -2.381 2.096
C 0.352 3.090 -0.248
H 0.236 3.477 -1.275
H -0.647 2.831 0.112
H 0.732 3.891 0.405
H 2.345 2.914 -1.747
C 2.540 2.344 -0.825
H 3.127 2.973 -0.134
H 3.135 1.463 -1.077
C -1.362 -2.786 0.427
H -1.412 -2.595 1.510
C -0.487 -4.007 0.190
H 0.543 -3.850 0.524
H -0.898 -4.864 0.739
H -0.478 -4.263 -0.876
C -2.758 -3.019 -0.119
H -3.215 -3.868 0.400
H -3.398 -2.145 0.027
H -2.711 -3.268 -1.184
H -2.687 1.365 -4.024
C -2.392 0.632 -3.263
H -2.221 -0.327 -3.766
H -3.215 0.542 -2.545
C -1.119 1.109 -2.588
H -1.331 2.058 -2.066
C -0.014 1.350 -3.597
H 0.912 1.689 -3.118
H 0.192 0.424 -4.148
H -0.337 2.114 -4.315
H -2.124 -1.353 -1.786
C -1.247 -0.972 -1.244
C -1.266 1.060 1.439
H -1.346 0.169 2.088
H -0.801 1.889 1.992
C -2.459 1.359 0.644
H -2.569 2.371 0.223
C -3.430 0.428 0.494
H -3.434 -0.439 1.153
H -4.305 0.591 -0.134
B 4.890 -0.119 1.266
C 3.592 -0.450 0.552
N 2.537 -0.618 0.052
H 4.926 1.096 1.400
H 5.789 -0.475 0.535
H 4.885 -0.722 2.334
*
```

***

Entry 3:
The following is a quantum chemistry calculation of a 3-piece molecular cluster, C3H10O3 overall, from OMol25.

Kohn-Sham gap: 9.7265 eV
Energy above the lowest of the compared OMol25 structures with the same formula, charge and spin: 84.56 kJ/mol
HOMO: -9.1 eV
SMILES: C=C(C)O.O.O

ORCA input file:
```
! wB97M-V def2-TZVPD RIJCOSX def2/J DEFGRID3
* xyz 0 1
C 1.161 -0.858 -1.346
C 0.113 -0.028 -1.312
C 0.178 1.401 -0.719
O -1.197 -0.489 -1.482
H 2.022 -0.645 -0.735
H 1.022 -1.772 -1.910
H 1.237 1.598 -0.882
H -0.332 1.992 -1.477
H -0.226 1.447 0.280
H -1.120 -1.209 -2.116
O -1.453 -0.837 1.585
H -1.232 -0.840 0.648
H -2.413 -0.783 1.559
O 0.821 0.709 2.512
H 1.385 0.145 3.026
H 0.035 0.167 2.370
*
```

***

Entry 4:
The following is a quantum chemistry calculation of a 2-piece molecular cluster, C29H23FN2O5S2 overall, from OMol25.

Kohn-Sham gap: 6.7490 eV
Energy above the lowest of the compared OMol25 structures with the same formula, charge and spin: 0.00 kJ/mol
HOMO: -7.4 eV

ORCA input file:
```
! wB97M-V def2-TZVPD RIJCOSX def2/J DEFGRID3
* xyz 0 1
C 5.115 0.948 2.885
C 4.498 -0.295 2.690
C 3.110 -0.386 2.597
C 2.308 0.764 2.639
C 0.809 0.574 2.430
C -0.013 1.713 2.228
N -1.369 1.686 2.545
C -2.110 0.537 2.463
C -3.500 0.534 2.627
C -4.172 1.768 2.924
C -5.584 1.777 2.972
C -6.314 0.604 2.780
C -5.647 -0.616 2.533
C -4.265 -0.650 2.457
C -3.358 2.908 3.102
C -2.007 2.856 2.933
O 0.375 -0.600 2.460
C 2.925 1.999 2.905
C 4.319 2.093 3.012
H 6.204 1.022 2.917
H 5.092 -1.202 2.585
H 2.639 -1.361 2.468
H 0.421 2.702 2.304
H -1.558 -0.381 2.287
H -6.086 2.733 3.154
H -7.406 0.626 2.832
H -6.222 -1.530 2.407
H -3.715 -1.570 2.261
H -3.811 3.858 3.370
H -1.342 3.698 3.097
H 2.310 2.891 3.031
H 4.787 3.067 3.174
C -4.073 -1.734 -2.441
C -3.475 -2.525 -3.430
C -2.359 -2.059 -4.126
C -1.838 -0.806 -3.803
S -0.391 -0.196 -4.669
N 0.891 -0.643 -3.444
F 0.730 0.265 -2.246
S 2.531 -0.326 -4.192
C 3.571 -0.989 -2.892
C 3.895 -0.167 -1.818
C 4.705 -0.676 -0.804
C 5.163 -1.996 -0.857
C 4.851 -2.797 -1.961
C 4.071 -2.286 -3.002
O 2.651 -1.225 -5.304
O 2.743 1.097 -4.303
O -0.188 -1.079 -5.793
O -0.464 1.230 -4.797
C -2.441 0.014 -2.854
C -3.554 -0.465 -2.155
H -4.938 -2.107 -1.889
H -3.871 -3.514 -3.657
H -1.877 -2.652 -4.902
H 3.496 0.846 -1.782
H 4.966 -0.030 0.032
H 5.762 -2.401 -0.037
H 5.212 -3.825 -2.018
H 3.828 -2.879 -3.883
H -2.022 1.000 -2.661
H -4.008 0.160 -1.385
*
```

***

Entry 5:
The following is a quantum chemistry calculation of an isolated ion of composition C6H11N and charge -1, from OMol25.

Kohn-Sham gap (alpha / beta): 2.9510 / 7.5989 eV
Energy above the lowest of the compared OMol25 structures with the same formula, charge and spin: 112.73 kJ/mol
HOMO (alpha / beta): 1.3 / -3.6 eV

ORCA input file:
```
! wB97M-V def2-TZVPD RIJCOSX def2/J DEFGRID3
* xyz -1 2
C 0.688 1.506 1.051
N -1.941 -0.113 0.996
C -0.988 -0.084 -0.050
C 0.291 0.263 0.268
C 1.323 -0.394 -0.565
C 2.326 -1.132 -0.078
C -1.500 -0.656 -1.348
H 0.189 2.371 0.596
H 0.539 1.416 2.123
H 1.766 1.640 0.956
H -1.742 0.564 1.730
H -2.915 0.049 0.769
H 1.227 -0.301 -1.646
H 2.926 -1.726 -0.754
H 2.537 -1.066 0.976
H -1.814 -1.693 -1.196
H -2.234 0.011 -1.767
H -0.679 -0.654 -2.062
*
```

***

Entry 6:
The following is a quantum chemistry calculation of a 2-piece molecular cluster, CH6N2 overall, from OMol25.

Kohn-Sham gap: 9.1708 eV
Energy above the lowest of the compared OMol25 structures with the same formula, charge and spin: 293.03 kJ/mol
HOMO: -8.3 eV

ORCA input file:
```
! wB97M-V def2-TZVPD RIJCOSX def2/J DEFGRID3
* xyz 0 1
C -0.287 1.722 -0.291
N 0.431 -2.114 0.339
N -0.282 -1.144 0.415
H 0.397 1.993 -1.086
H -0.027 0.862 0.341
H -1.257 1.368 -0.630
H -0.024 -3.110 0.545
H 1.379 -2.205 0.072
H -0.330 2.628 0.295
*
```

***

These records have max |F| values of 3.45 2.53 3.07 2.91 1.73 4.81 eV/Å, in the order they appear.